No. 1
Here is a cluster of 7 separate species, C27H59Cl9 in total from OMol25. Energies are from wB97M-V/def2-TZVPD.

```
95
Properties=species:S:1:pos:R:3:forces:R:3
Cl 0.517647 11.388842 -22.823704 -0.26 -0.05 -0.16
Cl -4.153893 8.764635 -20.358112 -0.08 -0.06 0.05
Cl 0.765394 13.718962 -21.119457 0.03 0.03 -0.04
Cl -2.853281 11.263161 -21.032865 0.01 0.07 0.02
Cl 2.071799 7.989946 -18.712803 -0.04 0.04 0.09
Cl 3.345953 10.548710 -19.219998 -0.03 0.13 0.03
Cl -2.510164 8.944542 -22.739111 0.06 -0.06 -0.09
Cl 2.468042 13.428253 -23.473433 0.00 0.03 0.04
Cl 0.435171 10.339275 -19.191732 -0.02 0.15 -0.04
C 1.761272 3.481709 -20.960788 0.40 0.34 -0.03
C 6.307392 6.648448 -21.942133 0.40 -0.28 -0.13
C 7.664813 6.714223 -22.639333 0.16 0.05 -0.09
C -0.951618 5.976040 -19.728548 -0.39 0.34 0.19
C 1.249627 14.944212 -10.011701 -0.05 -0.35 0.08
C 1.719323 7.860904 -24.294534 0.18 0.47 0.09
C -2.737173 9.503776 -21.084384 0.13 0.17 -0.04
C -0.039409 4.766604 -19.634556 0.10 -0.03 0.22
C 1.333184 13.738711 -10.942466 -0.28 -0.24 0.26
C 3.028429 13.083321 -14.393089 0.11 -0.23 -0.10
C 6.253591 6.876754 -18.031816 -0.02 -0.19 0.40
C -2.213221 5.804907 -18.880630 0.12 0.23 0.20
C 1.164893 4.832483 -20.564028 -0.09 -0.36 -0.44
C 1.690850 6.712320 -25.274796 0.39 -0.47 -0.17
C 6.412798 6.181455 -20.482077 -0.17 0.31 0.06
C 0.747316 6.909408 -26.447916 -0.29 0.09 0.17
C 5.607592 7.899815 -17.083751 0.21 -0.18 -0.83
C 2.662977 7.626630 -23.122757 -0.50 -0.37 0.20
C 2.608288 8.741640 -22.086898 0.39 -0.52 -0.11
C 2.107560 12.847025 -13.207206 -0.42 -0.06 0.26
C 1.983474 14.052335 -12.270042 0.40 0.06 -0.47
C 0.885118 5.828341 -27.508013 0.02 0.08 -0.03
C 3.063037 3.658412 -21.748925 -0.07 -0.20 0.09
C 6.175905 7.315119 -19.481762 -0.28 -0.11 -0.37
C 2.788824 12.103575 -15.538000 0.29 0.19 -0.11
C 1.943929 9.745131 -18.513402 0.15 -0.34 0.10
C 1.617820 12.588005 -22.175502 0.08 -0.01 0.13
H 6.862146 8.139276 -19.705609 0.06 0.00 0.18
H 2.210800 15.457857 -9.975835 -0.07 0.17 -0.01
H 2.020976 8.778951 -24.816988 -0.04 -0.05 -0.02
H 1.874987 12.923554 -10.450092 0.14 0.10 -0.05
H 2.322881 6.710326 -22.621968 0.17 -0.01 -0.03
H 2.352979 12.071207 -21.571281 0.02 0.00 0.01
H 0.718010 8.070431 -23.897370 -0.03 -0.11 -0.05
H 5.914542 7.769859 -16.049746 -0.12 0.01 0.08
H 5.862315 8.904578 -17.431109 0.04 0.07 0.27
H 1.967792 5.440680 -20.137103 -0.12 0.19 -0.02
H 5.816966 7.623771 -21.977887 -0.09 -0.02 -0.07
H 0.148667 5.956262 -28.302034 0.01 -0.05 -0.01
H 1.444232 14.853537 -12.790024 -0.11 -0.07 0.06
H 0.748428 4.838372 -27.068701 -0.02 -0.02 -0.03
H 3.431254 2.691064 -22.095570 0.03 0.05 -0.08
H 3.535525 12.249314 -16.322808 -0.09 0.02 -0.05
H 1.448722 5.770698 -24.762958 -0.16 0.11 0.07
H 1.992786 2.886999 -20.073024 -0.25 -0.11 0.00
H -0.280192 6.920382 -26.064489 0.02 0.00 -0.05
H -1.230918 6.186617 -20.767422 0.02 -0.19 -0.04
H 1.583966 8.818967 -21.719895 0.02 0.30 0.01
H 7.279318 6.641115 -17.732119 0.05 0.17 -0.11
H 8.134222 5.727477 -22.649961 -0.01 0.02 0.07
H 7.592363 7.031671 -23.681965 -0.12 0.06 0.05
H 1.877894 5.858053 -27.961785 0.00 -0.03 -0.01
H 8.355191 7.400199 -22.141355 -0.06 -0.01 0.06
H 3.240339 8.478827 -21.238678 0.05 0.11 -0.01
H 0.302904 4.679040 -18.596424 -0.02 -0.08 -0.02
H 7.396355 5.744065 -20.289443 -0.02 -0.13 -0.06
H -0.639288 3.868648 -19.821983 0.11 -0.03 -0.16
H 2.984361 14.473588 -12.102029 -0.02 -0.13 0.11
H 2.878393 11.063583 -15.215853 -0.18 0.00 0.09
H 0.907199 7.901291 -26.881645 0.07 -0.04 -0.07
H 2.447995 11.970812 -12.642560 0.14 0.09 0.01
H 1.950645 9.940739 -17.449557 -0.04 0.12 0.01
H 4.065389 12.993335 -14.057155 0.01 0.14 -0.01
H 1.803159 12.293328 -15.967378 -0.05 -0.24 -0.04
H 1.038379 2.952220 -21.584794 -0.04 -0.19 0.18
H 2.708933 6.537851 -25.653644 -0.05 0.16 -0.03
H 0.461254 15.622971 -10.335889 0.15 0.20 -0.04
H 3.679244 7.418981 -23.466456 0.03 0.17 -0.05
H -2.851394 4.997841 -19.242404 0.02 -0.01 -0.07
H 2.903807 14.095772 -14.786375 -0.02 0.05 0.12
H 2.957607 9.689734 -22.498942 -0.15 0.08 0.04
H -1.856415 9.227459 -20.518611 -0.05 -0.14 0.05
H -1.949634 5.578369 -17.843402 0.03 -0.07 -0.04
H 5.693998 5.938668 -22.502112 -0.16 0.14 0.00
H 0.838990 5.294362 -21.504051 0.15 0.26 0.09
H 2.930739 4.309022 -22.615976 -0.03 -0.02 -0.01
H 5.167525 7.714798 -19.663120 0.06 0.01 0.01
H 1.106970 12.555327 -13.554032 0.03 0.17 -0.08
H 5.661718 5.405968 -20.312999 0.09 -0.07 0.17
H -0.428377 6.876535 -19.389502 0.09 -0.08 0.00
H 0.325803 13.336300 -11.102814 0.03 0.05 -0.07
H 4.531409 7.782084 -17.202593 -0.10 0.19 0.35
H -2.800193 6.724655 -18.849719 -0.04 -0.09 -0.10
H 1.007866 14.627534 -8.995983 -0.03 0.05 0.01
H 3.844282 4.091717 -21.120010 -0.04 0.07 0.00
H 5.710672 5.929164 -17.933908 0.03 0.00 -0.01
```
Forces are in eV/Å.

## Properties
- E_HOMO: -10.8409 eV
- Spin multiplicity: 1
- Relative energy (zero: lowest compared OMol25 entry of this formula, charge and spin): 0.0 kJ/mol
- HOMO-LUMO gap: 11.240 eV

---

No. 2
Here is the ion C5H10NS with charge +1 in a non-equilibrium geometry from OMol25. Energies are from wB97M-V/def2-TZVPD.

```
17
Properties=species:S:1:pos:R:3:forces:R:3
S 2.992395 0.400041 -0.495865 -1.31 0.80 -0.48
N -1.372473 2.034647 -0.320865 -1.00 2.73 0.44
C -0.530371 -1.614102 -0.792598 -1.47 3.42 0.37
C 0.635440 -0.107757 0.920877 0.03 -0.20 1.22
C 1.948617 0.220910 0.910266 -1.05 -1.14 -0.14
C -0.267484 -0.140868 -0.368384 1.76 -0.31 1.40
C -1.337685 0.822408 0.012715 3.34 -2.04 -2.12
H 0.344461 0.304499 -1.132667 0.22 0.33 -0.57
H -1.997391 0.429262 0.655419 -2.94 -0.89 2.36
H -1.343201 -1.580624 -1.443131 -1.23 -0.26 -1.63
H 2.538429 0.101307 1.816899 -0.43 0.15 0.03
H -0.597432 2.455336 -0.935403 -1.87 -0.47 1.21
H 0.233554 -0.519210 1.927070 0.36 0.96 -1.89
H -2.170262 2.574736 0.195401 2.30 -0.40 -1.78
H -0.813540 -2.257699 -0.055354 -0.67 -1.44 2.57
H 3.931955 -0.098526 0.227802 1.58 -0.45 0.38
H 0.298117 -2.003860 -1.236311 2.39 -0.80 -1.39
```
Forces are in eV/Å.

## Properties
- E_HOMO: -12.4111 eV
- Charge: +1
- Spin multiplicity: 1
- Relative energy (zero: lowest compared OMol25 entry of this formula, charge and spin): 253.2 kJ/mol
- HOMO-LUMO gap: 7.789 eV

---

No. 3
Here is an isolated molecule of C8H10N2OS in a non-equilibrium geometry from OMol25. Energies are from wB97M-V/def2-TZVPD.

```
22
Properties=species:S:1:pos:R:3:forces:R:3
S -0.830152 3.649947 -3.199824 0.27 -1.55 0.76
O -3.587025 -0.847762 -0.893704 -0.30 0.98 -0.45
N -0.167440 1.631656 -0.947114 -1.86 0.05 0.05
N 1.154950 3.273852 -1.568362 1.33 1.54 -0.76
C 0.496757 -2.016156 0.420680 2.43 2.96 -0.69
C -2.690278 -1.075610 -0.128377 -0.97 -3.01 0.27
C -1.426954 -0.375588 0.038829 1.68 2.30 -0.37
C -1.269715 0.762570 -0.738145 2.19 -2.06 1.84
C 0.865283 1.728115 -0.055629 0.87 -0.28 1.53
C 0.047899 2.706699 -1.862273 -0.67 0.16 -0.34
C 1.681570 2.715851 -0.466795 -1.17 -1.44 0.22
C -0.464465 -0.952928 1.092546 0.19 0.19 -3.71
H 1.209724 -2.450000 1.097755 -0.09 -0.41 0.77
H -0.072535 -0.062007 1.546838 0.86 -0.49 0.61
H 1.263309 -1.530197 -0.334991 -1.71 -0.34 1.28
H -1.133760 -1.414043 1.724810 -1.02 -1.25 1.97
H 0.374478 4.154978 -3.578773 -0.55 -0.21 0.21
H -2.074617 0.919621 -1.321517 -2.53 0.96 -2.22
H -2.836003 -2.113640 0.432787 0.82 1.78 -0.23
H 0.909701 1.248289 0.926617 -0.11 -0.11 -1.00
H 0.068906 -2.781917 -0.174129 -1.10 -0.64 -0.19
H 2.567434 2.959794 0.013113 1.45 0.87 0.45
```
Forces are in eV/Å.

## Properties
- E_HOMO: -8.6689 eV
- Spin multiplicity: 1
- Relative energy (zero: lowest compared OMol25 entry of this formula, charge and spin): 254.2 kJ/mol
- HOMO-LUMO gap: 8.357 eV

---

No. 4
Here is an isolated molecule of C4H3FN2O in a non-equilibrium geometry from OMol25. Energies are from wB97M-V/def2-TZVPD.

```
11
Properties=species:S:1:pos:R:3:forces:R:3
F -2.356518 1.999848 0.459180 -0.58 -0.63 1.30
O -4.158070 0.730541 -2.186145 -1.42 -0.49 -0.74
N -2.076168 0.148083 -1.102291 0.10 2.57 0.75
N -1.325432 -0.912802 -0.881252 0.43 -2.12 0.69
C 0.733604 -1.229000 0.487151 1.77 0.12 0.02
C -0.414248 -0.933744 -0.046393 0.18 -0.26 -1.29
C -2.091756 1.559703 -0.791451 -1.25 -0.14 -0.73
C -3.163852 0.761466 -1.571219 1.84 1.28 0.69
H -1.416648 2.332807 -1.110000 0.69 -0.43 -1.28
H 0.802625 -1.546119 1.544554 0.11 0.21 -0.88
H 1.686919 -1.117211 -0.174261 -1.86 -0.11 1.47
```
Forces are in eV/Å.

## Properties
- E_HOMO: -9.8977 eV
- Spin multiplicity: 1
- Relative energy (zero: lowest compared OMol25 entry of this formula, charge and spin): 513.4 kJ/mol
- HOMO-LUMO gap: 10.053 eV